Version P
Entry from OMol25: C5H14N2 as an isolated structure (ωB97M-V/def2-TZVPD).

Last column: Mulliken charge in e.
Positions of all 21 atoms, in Å:
C1 0.63755 0.10010 -3.37245  -0.81
N1 -1.35409 0.47973 -0.75431  -0.86
C2 0.32884 1.56226 2.10301  -1.07
C3 0.62451 0.91343 0.71390  -0.22
C4 -0.42351 -0.01807 0.12631  0.81
C5 -0.36474 -1.52189 0.35166  -0.97
N2 -0.77618 -2.04491 1.70558  -0.58
H1 0.67908 0.94663 -4.04553  0.29
H2 -0.21264 0.21950 -2.66797  0.09
H3 0.52363 -0.82774 -3.95569  0.27
H4 1.53869 0.03091 -2.78551  0.21
H5 -0.45615 2.35174 2.03187  0.31
H6 1.21298 2.04521 2.47166  0.35
H7 -0.03750 0.79681 2.83794  0.25
H8 0.74954 1.70767 -0.03748  0.25
H9 1.64307 0.35251 0.75225  0.30
H10 -1.61665 0.32739 0.43544  0.05
H11 -1.05197 -1.92712 -0.33682  0.49
H12 0.64868 -1.87764 0.19163  0.35
H13 -1.78138 -2.18046 1.78170  0.28
H14 -0.51176 -1.43605 2.45279  0.22

Computed properties:
- Charge: 0
- HOMO: -8.1 eV

=====

Version Q
Entry from OMol25: one molecule with the formula C5H14N2 (ωB97M-V/def2-TZVPD).

Last column: Mulliken charge in e.
Positions of all 21 atoms, in Å:
C1 0.66360 -0.74276 2.02936  -1.48
C2 -0.54578 -0.19693 1.26061  0.45
N1 -1.92358 -0.90007 1.60508  -0.68
C3 -0.35858 -0.48265 -0.26332  -0.96
N2 0.53357 0.67346 -0.73825  -0.08
C4 -0.38257 1.63333 -1.47126  -1.11
C5 1.41122 0.16332 -1.86787  -0.86
H1 1.66991 -0.48691 1.57252  0.28
H2 0.80471 -0.43862 2.95314  0.48
H3 0.67341 -1.81877 1.99975  0.33
H4 -0.74805 0.85858 1.46727  0.35
H5 -1.82511 -1.83998 1.54566  0.21
H6 -2.09393 -0.58967 2.51377  0.23
H7 0.22881 -1.37443 -0.33491  0.49
H8 -1.28634 -0.42631 -0.82320  0.40
H9 -1.22076 2.07657 -0.78213  0.28
H10 -1.09715 1.28778 -2.12767  0.47
H11 0.25276 2.54025 -1.82193  0.33
H12 2.14295 -0.64431 -1.53203  0.30
H13 0.95541 -0.28448 -2.82738  0.31
H14 2.14549 0.99263 -2.35723  0.27

Computed properties:
- Charge: 0
- Structure (SMILES): C[C@H](N)CN(C)C
- HOMO: -9.2 eV

=====

Version R
Entry from OMol25: one molecule with the formula C5H14N2 (ωB97M-V/def2-TZVPD).

Last column: Mulliken charge in e.
Positions of all 21 atoms, in Å:
C1 -0.96577 1.66656 1.51642  -0.99
C2 -0.39333 0.31212 2.02160  -0.47
C3 -0.73416 -0.94095 1.16954  -0.81
C4 0.02679 -1.06576 -0.18356  -0.51
N1 0.18979 0.22490 -0.85598  -0.22
C5 0.66795 0.03596 -2.24417  -0.68
N2 1.98933 -0.54231 -2.39510  -0.63
H1 -1.66648 1.49674 0.69688  0.23
H2 -0.18860 2.25399 1.03232  0.28
H3 -1.47084 2.09505 2.37487  0.33
H4 -0.80406 0.15751 3.01766  0.39
H5 0.69339 0.33701 2.12249  0.28
H6 -0.50335 -1.80778 1.78389  0.35
H7 -1.81995 -0.89998 1.03134  0.34
H8 -0.65933 -1.67086 -0.79701  0.30
H9 1.00134 -1.46192 0.05968  0.29
H10 -0.64134 0.77216 -1.02855  0.16
H11 -0.08023 -0.50524 -2.84496  0.44
H12 0.75740 1.07462 -2.60140  0.38
H13 2.05306 -1.52079 -2.14743  0.25
H14 2.54838 -0.01105 -1.72852  0.28

Computed properties:
- Charge: 0
- Structure (SMILES): CCCCNCN
- HOMO: -9.0 eV

=====

Stability ranking, top and bottom: version R is the most stable and version P is the least stable.